{
  "formula": "C8H22FLiN2O2",
  "method": "ωB97M-V/def2-TZVPD",
  "e_lumo_ev": 0.5,
  "multiplicity": 1,
  "gap_ev": 9.19,
  "symbols": ["Li", "F", "C", "C", "C", "O", "C", "N", "H", "H", "H", "H", "H", "H", "H", "H", "H", "H", "H", "C", "C", "C", "O", "C", "N", "H", "H", "H", "H", "H", "H", "H", "H", "H", "H", "H"],
  "positions_angstrom": [[-0.776, -0.453, 1.010], [-1.371, -1.427, 2.524], [-2.044, 2.447, -0.704], [-2.464, 1.781, 0.593], [-3.260, 0.504, 0.364], [-2.454, -0.437, -0.315], [-3.053, -1.710, -0.355], [-1.288, 1.530, 1.468], [-2.922, 2.905, -1.170], [-1.619, 1.811, -1.483], [-1.306, 3.242, -0.572], [-3.166, 2.452, 1.105], [-4.167, 0.744, -0.203], [-3.554, 0.102, 1.342], [-3.145, -2.119, 0.660], [-2.390, -2.396, -0.881], [-4.046, -1.745, -0.811], [-0.775, 2.413, 1.487], [-1.632, 1.527, 2.432], [2.143, -0.116, 1.715], [1.855, -0.280, 0.220], [3.115, -0.699, -0.545], [3.001, -0.353, -1.900], [4.156, -0.711, -2.615], [0.764, -1.267, 0.049], [2.549, 0.876, 1.893], [2.854, -0.863, 2.078], [1.234, -0.315, 2.289], [1.476, 0.649, -0.217], [3.221, -1.779, -0.385], [4.006, -0.214, -0.130], [4.444, -1.749, -2.423], [4.989, -0.017, -2.472], [3.908, -0.674, -3.680], [1.037, -2.111, 0.553], [0.681, -1.548, -0.925]],
  "nbo_charge": [0.867, -0.948, -0.628, -0.070, -0.079, -0.568, -0.265, -0.859, 0.217, 0.224, 0.206, 0.179, 0.174, 0.204, 0.215, 0.189, 0.167, 0.360, 0.385, -0.632, -0.077, -0.067, -0.540, -0.253, -0.872, 0.217, 0.208, 0.246, 0.197, 0.160, 0.166, 0.169, 0.171, 0.192, 0.373, 0.373]
}

---

{
  "formula": "C2HOS2",
  "method": "ωB97M-V/def2-TZVPD",
  "relative_energy_kcal_mol": 16.2,
  "e_lumo_ev": 3.6,
  "smiles": "[O-]C(=S)C=S",
  "multiplicity": 1,
  "charge": -1,
  "gap_ev": 7.56,
  "symbols": ["C", "C", "O", "S", "S", "H"],
  "positions_angstrom": [[-0.112, 0.690, -0.370], [0.241, -0.898, -0.023], [0.629, -1.796, -0.707], [-1.231, 1.866, -0.948], [-0.056, -0.886, 1.626], [0.530, 1.025, 0.422]],
  "nbo_charge": [-0.317, 0.308, -0.610, -0.197, -0.359, 0.176]
}

---

{
  "formula": "C3H8FN3",
  "method": "ωB97M-V/def2-TZVPD",
  "relative_energy_kcal_mol": 47.5,
  "e_lumo_ev": 1.0,
  "smiles": "C/N=N/N[C@H](C)F",
  "multiplicity": 1,
  "gap_ev": 9.91,
  "symbols": ["C", "C", "C", "N", "N", "N", "F", "H", "H", "H", "H", "H", "H", "H", "H"],
  "positions_angstrom": [[-1.587, 1.805, 1.416], [1.456, -2.020, -2.089], [-0.677, 0.592, 1.403], [1.342, -0.646, -1.454], [0.643, -0.666, -0.330], [0.330, 0.551, 0.059], [0.174, 0.625, 2.491], [-1.877, 2.063, 0.376], [-1.090, 2.563, 2.010], [-2.453, 1.585, 1.966], [2.377, -2.612, -2.027], [1.163, -1.973, -3.099], [0.640, -2.738, -1.661], [-1.052, -0.446, 1.419], [0.613, 1.318, -0.480]],
  "nbo_charge": [-0.677, -0.455, 0.380, -0.313, 0.001, -0.442, -0.357, 0.236, 0.241, 0.231, 0.202, 0.199, 0.182, 0.194, 0.377]
}

---

{
  "formula": "C4H6N2O5",
  "method": "ωB97M-V/def2-TZVPD",
  "relative_energy_kcal_mol": 7.3,
  "e_lumo_ev": 0.2,
  "smiles": "[H]/N=N\\OOC(=O)OC(=O)CC",
  "multiplicity": 1,
  "gap_ev": 11.04,
  "symbols": ["C", "C", "C", "C", "N", "N", "O", "O", "O", "O", "O", "H", "H", "H", "H", "H", "H"],
  "positions_angstrom": [[1.370, -1.121, -0.372], [2.595, -1.794, -2.385], [-0.769, 0.113, 0.130], [-0.067, -1.266, 0.167], [1.342, 2.059, -1.493], [1.453, 0.947, -1.840], [1.513, -1.860, -1.528], [3.073, -2.760, -2.851], [2.225, -0.562, 0.196], [2.746, 0.701, -2.462], [3.051, -0.589, -2.845], [-0.402, 0.702, -0.669], [-0.483, 0.626, 1.124], [-1.884, -0.149, -0.062], [-0.216, -1.599, 1.183], [-0.600, -2.038, -0.490], [2.014, 2.794, -1.525]],
  "nbo_charge": [0.829, 0.977, -0.601, -0.512, -0.312, 0.145, -0.541, -0.514, -0.553, -0.152, -0.247, 0.217, 0.219, 0.222, 0.240, 0.221, 0.362]
}

---

Number 1: calculated total energy -685.44543 a.u.. Number 2: calculated total energy -948.43092 a.u.. Number 3: calculated total energy -383.13050 a.u.. Number 4: calculated total energy -641.52785 a.u..